Here is 17 unconnected molecules or ions with the total composition C21H22Cl48N3S in a non-equilibrium geometry from the OMol25 dataset. Energies are from ωB97M-V/def2-TZVPD.

Structure (ORCA input):
```
! wB97M-V def2-TZVPD RIJCOSX def2/J DEFGRID3
* xyz 1 1
C 3.731 -1.721 1.614
C 2.241 -1.324 1.755
C 1.122 -2.212 2.077
N 0.027 -1.318 2.037
N -1.269 -1.853 2.273
C -1.708 -2.279 1.164
S -2.036 -2.824 -0.286
C 0.367 -0.047 1.747
N 1.761 -0.023 1.557
H 4.142 -1.224 0.696
H 4.288 -1.347 2.509
H 3.766 -2.832 1.495
H 1.128 -3.299 2.271
H -0.355 0.794 1.643
H 2.306 0.811 1.304
C 5.443 2.757 1.327
Cl 3.828 2.023 1.121
Cl 5.817 2.960 3.035
Cl 6.678 1.775 0.539
H 5.429 3.737 0.859
C 4.876 2.766 -3.444
Cl 4.505 2.702 -1.714
Cl 6.398 1.941 -3.788
Cl 3.556 2.055 -4.377
H 4.978 3.808 -3.732
C 1.609 -1.843 -2.176
Cl 1.185 -1.906 -0.451
Cl 3.145 -2.664 -2.459
Cl 0.327 -2.559 -3.163
H 1.721 -0.801 -2.464
C -5.150 -4.505 2.258
Cl -6.225 -4.830 3.618
Cl -3.653 -5.435 2.412
Cl -5.954 -4.872 0.726
H -4.899 -3.449 2.266
C -0.701 2.587 -5.010
Cl 0.122 1.387 -4.004
Cl -1.453 3.821 -3.995
Cl 0.430 3.317 -6.152
H -1.481 2.086 -5.575
C -5.970 -8.787 0.501
Cl -5.295 -9.017 2.117
Cl -4.953 -9.568 -0.714
Cl -7.623 -9.402 0.422
H -5.991 -7.722 0.291
C 0.483 6.712 -2.178
Cl 1.829 5.613 -2.505
Cl -0.767 5.900 -1.230
Cl 1.053 8.161 -1.344
H 0.050 7.013 -3.126
C 0.805 7.099 -7.418
Cl 0.453 7.008 -5.687
Cl 2.319 6.265 -7.789
Cl -0.524 6.417 -8.359
H 0.915 8.143 -7.690
C -1.712 -12.099 -0.579
Cl -1.526 -11.880 1.164
Cl -0.199 -11.725 -1.419
Cl -2.239 -13.743 -0.948
H -2.476 -11.410 -0.929
C 2.088 1.692 5.323
Cl 2.907 3.203 4.925
Cl 1.375 0.980 3.856
Cl 3.203 0.565 6.101
H 1.286 1.913 6.022
C -4.179 6.723 0.044
Cl -3.904 6.929 -1.689
Cl -5.852 7.107 0.458
Cl -3.777 5.073 0.544
H -3.529 7.409 0.577
C 0.441 -2.624 6.867
Cl 0.307 -2.303 5.133
Cl 1.047 -1.200 7.714
Cl -1.118 -3.128 7.525
H 1.149 -3.433 7.009
C 4.797 0.005 9.864
Cl 3.118 0.325 10.315
Cl 4.870 -0.963 8.385
Cl 5.685 1.517 9.660
H 5.263 -0.560 10.665
C 1.686 7.793 -11.452
Cl 1.265 9.013 -10.243
Cl 0.385 7.612 -12.632
Cl 3.202 8.212 -12.255
H 1.821 6.843 -10.944
C -6.638 3.713 3.656
Cl -7.327 3.676 2.030
Cl -5.025 2.985 3.667
Cl -6.573 5.369 4.265
H -7.278 3.133 4.312
C -1.802 -7.270 -2.303
Cl -1.530 -7.087 -4.039
Cl -3.468 -6.847 -1.886
Cl -1.435 -8.918 -1.785
H -1.136 -6.592 -1.780
*
```

Values from the calculation:
Orbital gap in eV: 8.224
HOMO in eV: -12.21